[1]
# C19H27AsBrN7O7SSn

A molecular structure, C19H27AsBrN7O7SSn (ωB97M-V with the def2-TZVPD basis set, the Open Molecules 2025 dataset).

## Properties
Multiplicity ... 1
Relative energy (zero: lowest compared OMol25 entry of this formula, charge and spin) ... 4.1 kcal per mole
E_HOMO ... -7.38 eV
Molecular weight ... 771.1 g mol⁻¹

Last column: Löwdin charge in e.
Element x y z (Å)
Sn -0.16541 1.16360 -0.25200  1.338
O 4.41036 0.41742 -1.31012  -0.231
As 3.08726 -0.11082 -0.27512  0.904
O 2.82346 -1.69830 -0.52145  -0.426
O 1.86220 0.95960 -0.71034  -0.608
C 3.82554 0.22405 1.48488  -0.224
C 5.13882 -0.22860 1.58779  -0.091
C 5.83474 -0.13567 2.78301  -0.069
C 5.21815 0.41012 3.89550  -0.064
C 3.90842 0.85605 3.81037  -0.055
C 3.20973 0.76635 2.61333  -0.249
S 1.54188 1.40953 2.63146  0.460
O 1.18092 1.51505 4.02826  -0.322
O 0.72724 0.35556 1.93929  -0.520
O 1.52638 2.63231 1.86620  -0.334
H 4.30548 1.36059 -1.48809  0.049
H 5.62343 -0.65394 0.71817  0.105
H 6.85507 -0.49133 2.83979  0.107
H 5.75097 0.48801 4.83406  0.108
H 3.40790 1.27572 4.67080  0.108
Br -0.68815 3.56315 -2.95476  0.751
C 0.11124 1.98434 -3.63470  -0.741
C 0.70417 2.01867 -4.88775  -0.100
C 1.27418 0.84817 -5.35267  -0.050
C 1.22869 -0.29046 -4.56037  -0.034
C 0.61552 -0.21059 -3.32674  -0.123
N 0.05685 0.91540 -2.86872  -0.041
H 0.71372 2.93212 -5.46291  0.102
H 1.75367 0.82777 -6.32252  0.113
H 1.67297 -1.22102 -4.88286  0.112
H 0.57573 -1.05577 -2.65340  0.094
N -1.60738 0.72281 3.88563  0.181
C -2.74997 1.41935 3.77864  -0.506
N -3.19600 2.07308 4.87638  0.159
N -3.50297 1.49925 2.69703  0.101
C -3.05822 0.83598 1.62691  -0.146
N -3.13831 0.66776 0.45988  -0.021
H -0.90714 0.99901 4.55858  0.087
H -1.19401 0.38785 3.02615  0.059
H -2.56616 2.26445 5.63427  0.105
H -3.95528 2.71354 4.72362  0.106
C 0.28498 -3.32551 -0.93391  0.006
C 0.12299 -2.15921 -0.01126  -0.559
N 0.40746 -2.33124 1.27304  0.217
O -0.31072 -1.07598 -0.46309  -0.177
H 0.19291 -4.27629 -0.41183  0.088
H 1.28979 -3.24065 -1.35288  0.079
H -0.45491 -3.26707 -1.72953  0.085
H 0.90897 -3.15995 1.54143  0.125
H 0.51280 -1.49647 1.84381  0.080
C -3.65176 -1.83105 -0.77174  -0.041
C -3.72326 -0.46645 -1.45642  -0.633
C -3.17533 -0.56157 -2.87305  -0.052
C -5.16679 0.03615 -1.47603  -0.052
N -2.85888 0.52589 -0.77239  -0.040
H -4.30868 -2.54400 -1.27387  0.085
H -3.96659 -1.76234 0.27150  0.076
H -2.63149 -2.21348 -0.79994  0.058
H -3.77433 -1.25005 -3.47181  0.085
H -2.14506 -0.92024 -2.85094  0.058
H -3.18453 0.42030 -3.34977  0.082
H -5.80893 -0.65114 -2.03114  0.080
H -5.21690 1.01935 -1.94586  0.081
H -5.55742 0.12083 -0.45984  0.076



[2]
# C19H27BrN6O

C19H27BrN6O in the gas phase (ωB97M-V with the def2-TZVPD basis set, the Open Molecules 2025 dataset).

## Properties
Multiplicity ... 1
E_HOMO ... -8.94 eV
Molecular weight ... 435.4 g mol⁻¹

Last column: Löwdin charge in e.
Element x y z (Å)
C -4.84947 3.83146 2.88920  -0.086
C -4.86377 3.89754 1.36608  -0.187
C -5.93332 3.00632 0.70742  -0.504
C -7.34079 3.35563 1.19237  -0.042
C -5.87202 3.17169 -0.81376  -0.018
N -5.67381 1.62006 1.06855  0.000
N -6.43134 1.00153 1.97877  0.043
N -5.97567 -0.16571 2.15000  -0.034
N -4.91588 -0.37663 1.38607  0.069
C -4.71304 0.72961 0.70356  -0.279
C -3.58983 0.87750 -0.25935  -0.117
N -2.64484 1.88141 0.21078  -0.184
C -1.73551 2.34924 -0.81248  -0.187
C -0.74008 1.27980 -1.29746  -0.103
C -0.30114 0.37607 -0.13064  -0.305
N 1.06252 -0.07277 -0.31184  0.099
C 1.37804 -1.35914 -0.59111  -0.446
O 0.54546 -2.23531 -0.70590  0.078
C 2.84214 -1.63010 -0.73314  -0.133
C 3.31051 -2.87954 -0.33679  -0.007
C 4.64884 -3.20138 -0.45198  -0.112
C 5.51941 -2.26596 -0.98648  -0.677
Br 7.36753 -2.69265 -1.15308  0.729
C 5.07126 -1.02645 -1.41199  -0.122
C 3.73122 -0.71084 -1.28120  -0.031
C -0.45892 1.12127 1.19370  -0.116
C -1.93315 1.48271 1.42605  -0.159
H -5.75154 4.26308 3.31388  0.069
H -4.76614 2.80367 3.23510  0.070
H -3.99659 4.38701 3.27209  0.072
H -5.04165 4.92596 1.04720  0.121
H -3.89030 3.58383 0.98311  0.088
H -7.45470 3.12856 2.24684  0.068
H -7.52982 4.41309 1.02827  0.092
H -8.07958 2.77625 0.64398  0.089
H -6.32418 4.12110 -1.08821  0.090
H -6.42415 2.37568 -1.30965  0.096
H -4.84567 3.17377 -1.16789  0.065
H -3.97085 1.18790 -1.23464  0.121
H -3.14707 -0.12329 -0.36645  0.129
H -1.19390 3.19840 -0.38665  0.123
H -2.31918 2.72300 -1.65794  0.116
H -1.18745 0.67082 -2.08314  0.116
H 0.13358 1.77823 -1.72306  0.114
H -0.90458 -0.53746 -0.10798  0.142
H 1.79455 0.60644 -0.17852  0.137
H 2.60593 -3.59345 0.06149  0.123
H 5.01321 -4.16674 -0.13639  0.103
H 5.76250 -0.31872 -1.84350  0.101
H 3.38368 0.24719 -1.64021  0.112
H -0.10906 0.49698 2.01627  0.123
H 0.15585 2.02480 1.17100  0.116
H -1.98901 2.31239 2.14130  0.117
H -2.45146 0.62810 1.86503  0.118



[3]
# C19H27ClN6O2

C19H27ClN6O2 in the gas phase (ωB97M-V with the def2-TZVPD basis set, the Open Molecules 2025 dataset).

## Properties
Multiplicity ... 1
Relative energy (zero: lowest compared OMol25 entry of this formula, charge and spin) ... 7.3 kcal per mole
E_HOMO ... -9.21 eV
Molecular weight ... 406.9 g mol⁻¹

Last column: Löwdin charge in e.
Element x y z (Å)
C 2.53000 2.59896 -1.80880  -0.031
C 1.45615 2.90965 -0.81953  -0.349
C 0.45719 3.90562 -0.88844  -0.026
C -0.23553 3.78590 0.29134  -0.067
N 0.34002 2.78279 0.98690  -0.152
C -0.04268 2.26097 2.28890  -0.226
C 1.13760 2.21684 3.24500  -0.031
C -0.72284 0.88815 2.19341  -0.433
O -0.83053 0.18680 3.18153  0.084
N -1.26264 0.56016 0.99401  0.127
C -1.69083 -0.81932 0.77557  -0.295
C -1.55052 -1.16390 -0.70483  -0.119
N -0.23785 -0.87628 -1.24870  0.081
C 0.83970 -1.60145 -0.88161  -0.437
O 0.81022 -2.49894 -0.06289  0.063
C 2.10802 -1.20613 -1.60861  -0.184
N 1.94421 -0.70249 -2.83112  0.173
C 3.02325 -0.39622 -3.54547  -0.402
C 2.81256 0.12803 -4.93209  -0.026
N 4.27836 -0.54233 -3.11981  0.135
C 4.44253 -1.00999 -1.89188  -0.137
C 3.37863 -1.36447 -1.07345  -0.578
Cl 3.70380 -1.91572 0.52101  0.747
C -3.11443 -1.08913 1.28426  -0.130
C -3.22764 -2.35518 2.13489  -0.433
C -2.82022 -3.60640 1.36056  -0.071
C -4.64421 -2.49586 2.68028  -0.084
N 1.37039 2.23417 0.31744  0.142
H 2.11130 2.36834 -2.78927  0.068
H 3.20511 3.44743 -1.92929  0.083
H 3.11146 1.74573 -1.46266  0.063
H 0.28181 4.61304 -1.68069  0.099
H -1.07700 4.32924 0.68896  0.123
H -0.80532 2.94486 2.67052  0.156
H 0.81025 1.81380 4.19972  0.081
H 1.91777 1.57437 2.84101  0.081
H 1.54182 3.21874 3.38566  0.084
H -0.92150 1.06930 0.19358  0.119
H -1.00047 -1.45230 1.33651  0.133
H -1.77702 -2.22510 -0.82509  0.123
H -2.27972 -0.59747 -1.28782  0.133
H -0.12353 -0.26560 -2.04100  0.126
H 3.67840 0.70125 -5.25276  0.077
H 2.67935 -0.70724 -5.62260  0.083
H 1.91200 0.73760 -4.97517  0.072
H 5.45810 -1.10874 -1.52501  0.113
H -3.42930 -0.23246 1.88230  0.119
H -3.81238 -1.15742 0.43900  0.121
H -2.53931 -2.23154 2.97749  0.137
H -3.45877 -3.73911 0.48109  0.085
H -1.78129 -3.56361 1.02737  0.068
H -2.92579 -4.49673 1.98267  0.079
H -5.36294 -2.59917 1.86207  0.080
H -4.73589 -3.37843 3.31533  0.076
H -4.92988 -1.62301 3.27021  0.077



[4]
# C19H27FN4O4S

C19H27FN4O4S in the gas phase (ωB97M-V with the def2-TZVPD basis set, the Open Molecules 2025 dataset).

## Properties
Multiplicity ... 1
Relative energy (zero: lowest compared OMol25 entry of this formula, charge and spin) ... 0.9 kcal per mole
E_HOMO ... -9.06 eV
Molecular weight ... 426.5 g mol⁻¹

Last column: Löwdin charge in e.
Element x y z (Å)
C -1.49325 -2.08469 0.90731  -0.027
N -0.13031 -1.94490 0.42316  -0.065
C 0.54718 -0.80903 0.76056  -0.415
O -0.03083 0.20750 1.11984  0.059
C 2.02827 -0.81807 0.66329  -0.118
C 2.95676 -1.84380 0.94173  0.008
C 4.20722 -1.30286 0.77632  -0.309
S 5.71274 -2.14958 0.91429  0.605
N 6.42267 -1.45866 2.23823  -0.063
O 5.37038 -3.51454 1.19001  -0.294
O 6.56764 -1.79909 -0.18475  -0.295
N 4.08222 0.01820 0.41839  -0.103
C 5.16641 0.93785 0.11700  -0.005
C 2.76310 0.31114 0.36264  0.010
C 0.39627 -3.00732 -0.43736  -0.279
C 0.58356 -4.33240 0.33095  -0.132
C 1.75349 -5.20021 -0.14642  -0.147
C 1.85324 -5.32861 -1.67112  -0.131
N 0.55477 -5.31593 -2.34516  -0.037
C -0.37648 -6.29460 -2.20073  -0.393
O -1.56304 -6.11348 -2.43629  0.075
C 0.07997 -7.63331 -1.71226  -0.145
F 1.27251 -8.07744 -2.19895  0.054
C -0.60238 -8.39430 -0.87988  -0.162
C -0.40096 -9.80097 -0.37020  -0.103
C -1.93172 -9.84561 -0.11529  -0.147
C -1.98390 -8.30094 -0.27458  -0.105
C 0.07135 -4.00793 -2.77764  -0.133
C -0.53025 -3.17424 -1.65057  -0.114
H -1.66482 -3.11675 1.21537  0.091
H -1.63049 -1.42014 1.75516  0.091
H -2.23343 -1.81997 0.14894  0.093
H 2.76325 -2.85610 1.24969  0.104
H 6.16584 -1.93258 3.09574  0.078
H 7.42692 -1.42322 2.10773  0.076
H 4.74298 1.92990 -0.01429  0.094
H 5.87474 0.95690 0.94298  0.087
H 5.68447 0.63136 -0.78903  0.092
H 2.41573 1.30167 0.11964  0.143
H 1.36528 -2.66105 -0.79687  0.137
H 0.72952 -4.10610 1.39001  0.119
H -0.34214 -4.91190 0.26556  0.111
H 2.70466 -4.79891 0.21296  0.098
H 1.64931 -6.19167 0.29962  0.110
H 2.40654 -4.48140 -2.07624  0.122
H 2.40858 -6.22175 -1.94032  0.114
H 0.03514 -10.52160 -1.05910  0.112
H 0.16928 -9.81076 0.56131  0.117
H -2.45338 -10.34325 -0.93114  0.107
H -2.26577 -10.26188 0.83239  0.098
H -1.96014 -7.79612 0.69426  0.117
H -2.76168 -7.86316 -0.89226  0.106
H 0.92065 -3.48437 -3.22133  0.126
H -0.67858 -4.16600 -3.54956  0.125
H -1.46504 -3.64216 -1.33485  0.114
H -0.77400 -2.18613 -2.04962  0.130



[5]
# C19H27N3O2

C19H27N3O2 in the gas phase (ωB97M-V with the def2-TZVPD basis set, the Open Molecules 2025 dataset).

## Properties
Multiplicity ... 1
Relative energy (zero: lowest compared OMol25 entry of this formula, charge and spin) ... 47.5 kcal per mole
E_HOMO ... -7.97 eV
Molecular weight ... 329.4 g mol⁻¹

Last column: Löwdin charge in e.
Element x y z (Å)
C -4.60017 -0.15161 1.21335  -0.107
C -3.69037 1.04562 1.46294  -0.262
C -3.25523 1.11585 2.92388  -0.189
C -2.32535 2.29854 3.25703  -0.192
N -1.04509 2.38218 2.59860  -0.179
C -0.98984 2.93898 1.25948  -0.253
C 0.06617 4.04350 1.17869  -0.080
C -0.09350 1.33238 2.87792  -0.101
C -0.37553 -0.01254 2.26720  -0.258
C -0.61209 -1.22703 2.84668  -0.031
C -0.84684 -2.13630 1.78788  -0.018
C -0.74103 -1.41516 0.63419  -0.256
C -0.85444 -1.81720 -0.79905  -0.098
N 0.38723 -2.37074 -1.30836  0.070
C 1.16192 -1.66339 -2.19207  -0.530
O 0.77658 -0.64741 -2.72423  0.071
N 2.37793 -2.26740 -2.42011  0.129
C 3.38175 -1.89332 -3.31675  -0.228
C 4.49483 -2.72554 -3.42606  -0.042
C 5.52361 -2.40817 -4.29133  -0.097
C 5.45787 -1.25767 -5.05901  -0.106
C 4.35358 -0.42968 -4.95079  -0.082
C 3.31789 -0.73665 -4.08757  -0.016
O -0.44092 -0.13075 0.92508  0.077
H -5.49330 -0.09081 1.83194  0.070
H -4.08010 -1.07744 1.45255  0.066
H -4.90572 -0.18975 0.17027  0.068
H -4.21603 1.96523 1.19412  0.111
H -2.81474 0.96132 0.81969  0.088
H -4.14319 1.21358 3.55440  0.113
H -2.76234 0.18174 3.19537  0.092
H -2.12701 2.26693 4.33589  0.115
H -2.85373 3.23315 3.04848  0.120
H -0.76651 2.17523 0.50469  0.107
H -1.96327 3.37027 1.02084  0.112
H 0.05144 4.49886 0.19190  0.069
H 1.06129 3.64471 1.35679  0.062
H -0.13621 4.80736 1.92490  0.072
H 0.88437 1.67798 2.52589  0.126
H -0.03856 1.19765 3.96225  0.133
H -0.62323 -1.44526 3.89539  0.112
H -1.07697 -3.17925 1.87398  0.108
H -1.07080 -0.94055 -1.41455  0.129
H -1.65143 -2.55896 -0.91529  0.130
H 0.79142 -3.12326 -0.77387  0.136
H 2.56104 -3.13235 -1.93131  0.137
H 4.55046 -3.62607 -2.82855  0.105
H 6.37899 -3.06364 -4.36606  0.101
H 6.26172 -1.01034 -5.73578  0.097
H 4.29437 0.46977 -5.54553  0.103
H 2.45909 -0.09261 -4.00600  0.097



Result set for gap between HOMO and LUMO: 7.74, 9.36, 9.17, 9.51, 8.57 eV, one per record in the order listed.